(1)
The following is a quantum chemistry calculation of a structure of composition C43H42InO6SSb2 in a non-equilibrium geometry, from OMol25.

Element x y z (Å)
In (-1.67, 2.77, -0.33)
O (-1.59, 4.16, 3.42)
C (-2.25, 3.53, 2.61)
O (-2.33, 3.91, 1.31)
C (-2.94, 2.20, 2.80)
C (-4.14, 2.08, 1.83)
C (-5.08, 0.94, 2.25)
C (-4.25, -0.27, 2.00)
C (-2.94, 0.27, 1.40)
O (-3.44, 1.42, 0.57)
C (-2.05, 0.98, 2.41)
C (-0.56, 1.13, 2.01)
O (0.27, 0.48, 2.67)
O (-0.23, 1.99, 1.07)
H (-3.18, 2.03, 3.88)
H (-4.66, 3.02, 1.64)
H (-5.99, 0.99, 1.55)
H (-5.49, 1.07, 3.27)
H (-4.72, -0.95, 1.28)
H (-4.01, -0.77, 2.96)
H (-2.38, -0.47, 0.80)
H (-1.90, 0.30, 3.25)
C (-0.07, -2.37, 0.12)
C (0.83, -3.18, 0.98)
C (1.16, -2.50, 2.33)
Sb (2.43, -0.74, 1.99)
C (4.05, -1.99, 1.14)
C (4.67, -2.96, 1.91)
C (5.62, -3.85, 1.34)
C (5.96, -3.76, 0.01)
C (5.47, -2.68, -0.74)
C (4.56, -1.77, -0.20)
C (3.16, -0.31, 3.99)
C (4.52, -0.04, 4.07)
C (5.23, -0.21, 5.27)
C (4.48, -0.47, 6.44)
C (3.09, -0.65, 6.38)
C (2.46, -0.55, 5.17)
Sb (0.88, -1.37, -1.65)
C (-0.91, -0.88, -2.85)
C (-0.65, 0.43, -3.59)
C (-1.09, 0.54, -4.95)
C (-1.82, -0.50, -5.48)
C (-1.93, -1.76, -4.87)
C (-1.52, -1.96, -3.55)
C (1.35, -3.15, -2.86)
C (1.87, -2.72, -4.09)
C (2.80, -3.49, -4.75)
C (3.31, -4.62, -4.12)
C (2.70, -5.13, -2.96)
C (1.69, -4.39, -2.36)
H (-0.47, -1.50, 0.63)
H (-0.89, -2.96, -0.23)
H (1.82, -3.36, 0.47)
H (0.45, -4.22, 1.15)
H (1.63, -3.22, 3.00)
H (0.22, -2.13, 2.81)
H (4.48, -3.04, 2.95)
H (6.03, -4.60, 1.98)
H (6.63, -4.51, -0.40)
H (5.76, -2.58, -1.80)
H (4.20, -0.93, -0.81)
H (4.96, 0.24, 3.14)
H (6.31, -0.22, 5.24)
H (4.97, -0.50, 7.41)
H (2.53, -0.81, 7.30)
H (1.39, -0.77, 5.10)
H (0.22, 1.00, -3.20)
H (-0.77, 1.46, -5.47)
H (-2.33, -0.35, -6.42)
H (-2.39, -2.57, -5.35)
H (-1.49, -2.93, -3.12)
H (1.54, -1.78, -4.55)
H (3.16, -3.08, -5.73)
H (4.20, -5.05, -4.59)
H (3.02, -6.03, -2.45)
H (1.26, -4.71, -1.43)
C (-3.13, 0.64, -2.75)
C (-1.65, 0.35, -2.42)
O (-1.20, 0.84, -1.21)
H (-3.15, 1.66, -3.04)
H (-3.82, 0.44, -1.91)
H (-3.46, 0.15, -3.68)
S (-1.57, 4.28, -2.37)
C (-2.48, 5.65, -1.73)
C (-3.88, 5.60, -1.70)
C (-4.64, 6.75, -1.44)
C (-4.03, 7.97, -1.16)
C (-2.65, 8.05, -1.15)
C (-1.88, 6.86, -1.34)
H (-4.39, 4.73, -2.08)
H (-5.73, 6.71, -1.35)
H (-4.63, 8.85, -0.90)
H (-2.07, 8.95, -1.00)
H (-0.84, 6.89, -1.16)

Calculated values
- HOMO energy: -4.58 eV
- E_tot: -86640.4674 eV
- Gap between HOMO and LUMO: 6.844 eV
- Total charge: -1
- 2S+1: 1

---

(2)
The following is a quantum chemistry calculation of the ion C5H10NO with charge -2 in a non-equilibrium geometry, from OMol25.

Element x y z (Å)
C (0.39, 1.70, 1.46)
O (0.01, 1.74, 2.76)
C (-0.05, 0.43, 0.74)
C (0.56, 0.16, -0.68)
C (-0.12, -0.99, -1.44)
C (-1.11, -0.83, -2.25)
N (0.22, -2.30, -0.79)
H (0.06, 2.68, 0.92)
H (1.48, 1.84, 1.24)
H (0.04, -0.43, 1.44)
H (-1.11, 0.80, 0.61)
H (1.58, -0.06, -0.46)
H (0.42, 1.15, -1.26)
H (-1.77, -1.69, -2.27)
H (-1.16, -0.18, -3.19)
H (1.22, -2.33, -0.63)
H (-0.34, -2.42, 0.04)

Calculated values
- HOMO energy (spin up / spin down): 4.25 / 0.90 eV
- E_tot: -8877.5915 eV
- Gap between HOMO and LUMO (spin up / spin down): 3.152 / 6.335 eV
- <S²>: 0.754
- Total charge: -2
- 2S+1: 2

---

(3)
The following is a quantum chemistry calculation of a cluster of 2 separate species, H4O2 in total in a non-equilibrium geometry, from OMol25.

Element x y z (Å)
O (0.55, -0.48, -0.74)
H (0.55, 0.09, -1.51)
H (1.48, -0.78, -0.66)
O (-1.24, 0.50, 0.81)
H (-0.91, 0.57, 1.69)
H (-0.43, 0.10, 0.41)

Calculated values
- HOMO energy: -10.56 eV
- E_tot: -4159.7223 eV
- Gap between HOMO and LUMO: 11.129 eV
- Total charge: 0
- 2S+1: 1
- Structure (SMILES): O.O

---

(4)
The following is a quantum chemistry calculation of a structure of composition C20H36Cl2LuN2O4P in a non-equilibrium geometry, from OMol25.

Element x y z (Å)
O (-2.67, 0.69, -2.32)
C (-1.72, 0.80, -3.09)
C (-1.03, -0.30, -3.88)
C (-0.94, -1.67, -3.57)
H (-0.80, -2.00, -2.55)
C (-1.07, -2.61, -4.60)
H (-1.08, -3.68, -4.35)
C (-1.19, -2.17, -5.94)
H (-1.33, -2.90, -6.75)
C (-1.12, -0.78, -6.23)
H (-1.18, -0.41, -7.26)
C (-0.97, 0.14, -5.20)
H (-0.95, 1.22, -5.33)
H (-0.87, 1.68, -3.09)
C (1.11, 2.48, -1.64)
C (1.28, 1.01, -1.64)
H (1.45, 2.95, -2.58)
H (1.75, 2.78, -0.77)
H (0.10, 2.88, -1.45)
C (1.85, 0.25, -2.58)
C (3.18, 0.75, -3.19)
H (1.66, -0.82, -2.89)
H (3.11, 0.73, -4.29)
H (3.98, 0.05, -2.85)
H (3.27, 1.79, -2.80)
Lu (1.16, 0.04, 0.25)
Cl (1.02, -2.23, -0.85)
Cl (3.68, 0.77, 0.25)
C (2.35, -1.40, 2.33)
O (1.37, -0.59, 2.28)
N (3.01, -1.54, 3.46)
C (2.57, -0.77, 4.62)
C (4.23, -2.32, 3.57)
H (2.67, -1.95, 1.41)
H (1.70, -0.15, 4.38)
H (3.40, -0.13, 4.93)
H (2.32, -1.48, 5.41)
H (4.36, -2.74, 2.57)
H (4.12, -3.10, 4.33)
H (5.10, -1.69, 3.84)
H (-0.62, 4.53, 3.03)
H (-3.20, 4.43, 2.17)
C (-0.41, 4.48, 1.94)
C (-2.76, 4.26, 1.18)
N (-1.42, 3.66, 1.28)
H (0.58, 4.03, 1.77)
C (-1.16, 2.43, 0.83)
O (0.00, 1.90, 0.90)
H (-3.37, 3.55, 0.61)
H (-2.01, 1.90, 0.36)
H (-0.46, 5.50, 1.54)
H (-2.72, 5.23, 0.67)
C (-3.64, -1.28, 2.15)
P (-1.89, -1.68, 1.93)
C (-1.30, -1.91, 3.64)
C (-1.94, -3.36, 1.22)
O (-1.11, -0.69, 1.09)
H (-3.75, -0.25, 2.51)
H (-4.11, -1.96, 2.89)
H (-4.17, -1.41, 1.20)
H (-2.04, -2.46, 4.25)
H (-0.36, -2.48, 3.66)
H (-1.14, -0.92, 4.10)
H (-2.72, -3.36, 0.45)
H (-0.96, -3.58, 0.77)
H (-2.19, -4.12, 1.98)

Calculated values
- HOMO energy: -5.60 eV
- E_tot: -100451.0917 eV
- Gap between HOMO and LUMO: 5.754 eV
- Total charge: 0
- 2S+1: 1

---

(5)
The following is a quantum chemistry calculation of a cluster of 2 separate species, C3H5ClO2 in total in a non-equilibrium geometry, from OMol25.

Element x y z (Å)
C (2.64, 0.59, -0.02)
C (-0.42, 0.47, 0.11)
C (0.68, -0.51, 0.30)
O (2.58, 1.71, -0.40)
O (0.80, -1.51, -0.62)
Cl (4.06, -0.28, 0.33)
H (-0.71, 0.92, 1.05)
H (-1.28, -0.05, -0.31)
H (-0.13, 1.26, -0.59)
H (0.89, -0.89, 1.29)
H (0.55, -1.17, -1.49)

Calculated values
- HOMO energy (spin up / spin down): -8.26 / -8.26 eV
- E_tot: -19807.2761 eV
- Gap between HOMO and LUMO (spin up / spin down): 8.801 / 8.800 eV
- Total charge: 0
- 2S+1: 1

---

(6)
The following is a quantum chemistry calculation of a structure of composition C38H48EuN5O8PS in a non-equilibrium geometry, from OMol25.

Element x y z (Å)
Eu (17.25, -0.47, 13.33)
C (21.22, 0.46, 14.91)
C (21.13, 0.23, 16.45)
O (20.30, -0.87, 16.77)
C (19.23, -0.66, 17.71)
C (17.95, -1.27, 17.07)
O (17.34, -0.44, 16.06)
C (16.38, 0.56, 16.44)
C (16.96, 1.97, 16.38)
O (17.68, 2.10, 15.15)
C (18.84, 2.96, 15.14)
C (19.84, 2.37, 14.11)
O (19.99, 0.96, 14.35)
H (21.43, -0.54, 14.46)
H (22.12, 1.08, 14.73)
H (20.81, 1.14, 16.95)
H (22.17, 0.02, 16.77)
H (19.07, 0.40, 18.05)
H (19.39, -1.22, 18.65)
H (17.22, -1.53, 17.89)
H (18.22, -2.21, 16.58)
H (15.86, 0.35, 17.39)
H (15.60, 0.50, 15.67)
H (16.19, 2.74, 16.45)
H (17.65, 2.15, 17.21)
H (19.28, 3.01, 16.16)
H (18.55, 3.99, 14.86)
H (20.78, 2.92, 14.14)
H (19.43, 2.54, 13.10)
N (20.70, -1.87, 10.94)
C (19.69, -2.65, 10.31)
C (18.24, -2.49, 10.81)
O (17.27, -2.86, 10.12)
O (18.14, -2.07, 12.05)
H (20.30, -1.16, 11.55)
H (21.31, -1.43, 10.25)
H (19.98, -3.72, 10.47)
H (19.67, -2.51, 9.20)
N (20.23, -4.07, 13.91)
C (20.09, -5.10, 14.79)
C (21.12, -5.47, 15.70)
C (20.97, -6.52, 16.60)
C (19.74, -7.23, 16.58)
C (18.76, -6.96, 15.69)
C (18.86, -5.86, 14.80)
P (17.43, -5.31, 13.88)
C (16.03, -5.99, 14.76)
C (15.31, -7.14, 14.50)
C (14.16, -7.42, 15.23)
C (13.70, -6.61, 16.25)
C (14.44, -5.46, 16.56)
C (15.63, -5.22, 15.87)
C (17.30, -6.12, 12.29)
C (18.36, -6.75, 11.62)
C (18.34, -6.97, 10.26)
C (17.19, -6.70, 9.57)
C (16.04, -6.26, 10.22)
C (16.06, -6.00, 11.59)
H (21.08, -3.49, 13.88)
H (19.41, -3.55, 13.56)
H (22.02, -4.87, 15.70)
H (21.81, -6.82, 17.24)
H (19.56, -8.02, 17.29)
H (17.91, -7.61, 15.68)
H (15.55, -7.81, 13.69)
H (13.59, -8.27, 14.90)
H (12.82, -6.87, 16.84)
H (14.10, -4.85, 17.38)
H (16.21, -4.36, 16.23)
H (19.25, -6.96, 12.21)
H (19.21, -7.39, 9.76)
H (17.20, -6.72, 8.47)
H (15.11, -6.04, 9.68)
H (15.15, -5.67, 12.08)
C (9.33, -2.84, 13.93)
C (10.45, -1.87, 13.61)
C (10.19, -0.47, 13.47)
C (11.29, 0.34, 13.13)
N (12.51, -0.17, 13.09)
C (12.84, -1.44, 13.29)
S (14.39, -2.16, 13.33)
N (11.74, -2.30, 13.47)
C (11.16, 1.81, 12.95)
H (8.45, -2.47, 13.45)
H (9.12, -2.85, 15.02)
H (9.53, -3.83, 13.53)
H (9.16, -0.07, 13.60)
H (11.93, -3.27, 13.72)
H (11.47, 2.35, 13.84)
H (10.16, 2.07, 12.62)
H (11.87, 2.13, 12.21)
O (19.79, 1.75, 10.26)
C (18.58, 1.60, 10.31)
C (17.50, 1.90, 9.22)
C (16.35, 2.41, 10.04)
C (16.66, 1.59, 11.39)
O (15.87, 1.40, 12.34)
N (17.92, 1.16, 11.46)
H (17.33, 0.95, 8.71)
H (17.85, 2.63, 8.46)
H (15.34, 2.24, 9.60)
H (16.59, 3.48, 10.17)

Calculated values
- HOMO energy (spin up / spin down): -3.71 / -4.97 eV
- E_tot: -103462.9518 eV
- Gap between HOMO and LUMO (spin up / spin down): 3.375 / 3.152 eV
- <S²>: 15.789
- Total charge: 0
- 2S+1: 8

---

(7)
The following is a quantum chemistry calculation of a structure of composition C4H12O4 in a non-equilibrium geometry, from OMol25.

Element x y z (Å)
C (0.57, -0.37, 0.68)
C (0.13, 0.95, -0.06)
C (-1.35, 0.96, 0.02)
O (-1.81, 2.00, 0.82)
C (1.90, -1.16, -0.05)
O (1.65, -1.77, -1.19)
H (-0.11, -1.31, 0.57)
H (0.84, -0.31, 1.75)
H (0.47, 1.84, 0.51)
H (0.30, 1.15, -1.06)
H (-1.79, 1.26, -0.92)
H (-1.99, 0.04, 0.40)
H (2.75, -0.54, -0.21)
H (2.17, -1.84, 0.75)
H (-3.90, 2.61, -0.29)
H (-2.76, 3.21, 0.44)
O (-3.71, 3.39, 0.05)
H (2.67, -3.99, 0.60)
H (2.07, -2.90, -0.83)
O (2.85, -3.80, -0.34)

Calculated values
- HOMO energy: 0.02 eV
- E_tot: -12528.0935 eV
- Gap between HOMO and LUMO: 6.672 eV
- Total charge: -2
- 2S+1: 1

---

(8)
The following is a quantum chemistry calculation of a structure of composition C29H52AsFeGeN12SSi3 in a non-equilibrium geometry, from OMol25.

Element x y z (Å)
Fe (-0.88, -1.25, 0.04)
N (-3.98, -1.88, -1.33)
C (-3.52, -0.61, -1.32)
N (-4.24, 0.45, -1.66)
N (-3.46, 1.49, -1.51)
N (-2.31, 1.10, -1.08)
N (-2.29, -0.25, -0.94)
C (-3.20, -2.96, -0.98)
N (-3.54, -4.23, -1.10)
N (-2.50, -4.91, -0.62)
N (-1.57, -4.10, -0.24)
N (-1.97, -2.83, -0.46)
H (-4.89, -2.06, -1.72)
C (-0.83, 5.66, 0.09)
Si (-1.62, 3.95, 0.32)
C (-1.21, 3.24, 2.05)
C (-3.49, 4.21, 0.19)
Ge (-0.59, 2.31, -1.22)
Si (-0.90, 2.59, -3.67)
C (-0.87, 4.44, -4.11)
C (0.52, 1.65, -4.51)
C (-2.49, 1.82, -4.34)
Si (1.98, 3.69, -1.31)
C (2.37, 3.64, 0.55)
C (3.16, 2.50, -2.22)
C (2.30, 5.45, -1.94)
H (-1.41, 6.41, 0.62)
H (-0.81, 5.94, -0.97)
H (0.20, 5.70, 0.46)
H (-1.86, 3.63, 2.82)
H (-0.18, 3.47, 2.34)
H (-1.30, 2.15, 2.03)
H (-3.90, 4.59, 1.13)
H (-4.02, 3.30, -0.06)
H (-3.72, 4.94, -0.59)
H (0.04, 4.93, -3.79)
H (-1.72, 4.96, -3.66)
H (-0.95, 4.56, -5.19)
H (1.47, 2.18, -4.46)
H (0.30, 1.48, -5.56)
H (0.66, 0.67, -4.04)
H (-3.37, 2.22, -3.85)
H (-2.48, 0.73, -4.21)
H (-2.59, 2.01, -5.41)
H (2.88, 2.72, 0.81)
H (1.47, 3.70, 1.16)
H (3.01, 4.48, 0.82)
H (2.68, 1.57, -2.50)
H (4.02, 2.26, -1.59)
H (3.53, 2.97, -3.13)
H (1.66, 6.18, -1.45)
H (2.17, 5.54, -3.01)
H (3.34, 5.71, -1.71)
N (2.96, 0.47, 0.64)
C (2.50, 0.58, 1.92)
C (1.15, 0.43, 1.84)
N (0.78, 0.24, 0.52)
C (1.90, 0.27, -0.17)
H (3.92, 0.56, 0.35)
H (3.15, 0.73, 2.76)
H (0.42, 0.46, 2.63)
H (1.98, 0.16, -1.24)
N (0.57, -2.56, 0.33)
S (2.00, -2.71, 1.02)
C (2.92, -3.79, -0.09)
C (2.36, -4.97, -0.55)
C (3.05, -5.73, -1.47)
C (4.29, -5.30, -1.94)
C (4.84, -4.12, -1.47)
C (4.16, -3.36, -0.54)
C (1.76, -3.87, 2.39)
C (0.47, -4.01, 2.88)
C (0.24, -4.88, 3.93)
C (1.29, -5.60, 4.48)
C (2.58, -5.42, 4.00)
C (2.83, -4.55, 2.95)
H (0.17, -3.48, 0.11)
H (1.38, -5.29, -0.20)
H (2.62, -6.66, -1.83)
H (4.81, -5.89, -2.69)
H (5.81, -3.80, -1.84)
H (4.57, -2.43, -0.18)
H (-0.34, -3.45, 2.42)
H (-0.77, -5.01, 4.31)
H (1.11, -6.29, 5.29)
H (3.40, -5.97, 4.44)
H (3.83, -4.41, 2.57)
C (-1.64, -0.47, 4.00)
As (-2.21, -1.01, 2.20)
C (-3.22, -2.60, 2.71)
C (-3.74, 0.20, 2.05)
H (-2.42, -0.73, 4.71)
H (-1.46, 0.60, 4.05)
H (-0.73, -0.99, 4.29)
H (-4.09, -2.32, 3.30)
H (-2.59, -3.28, 3.29)
H (-3.56, -3.14, 1.82)
H (-4.28, 0.24, 2.99)
H (-4.42, -0.16, 1.28)
H (-3.43, 1.21, 1.77)

Calculated values
- HOMO energy (spin up / spin down): -9.92 / -9.91 eV
- E_tot: -235001.2678 eV
- Gap between HOMO and LUMO (spin up / spin down): 5.844 / 5.843 eV
- Total charge: +1
- 2S+1: 1